# 1
The following is a quantum chemistry calculation of one molecule with the formula C15H14FN5O6 at a distorted geometry, from the Open Molecules 2025 dataset.

Structure (XYZ):
```
41
Properties=species:S:1:pos:R:3:mulliken_charge:R:1
C -2.014 -4.757 -0.904 -0.83
O -2.085 -3.611 -0.063 -0.29
C -2.038 -3.814 1.266 0.17
O -1.983 -4.888 1.796 -0.57
C -2.064 -2.509 1.952 0.63
N -2.310 -2.330 3.268 -0.41
N -2.270 -1.096 3.543 -0.85
N -2.008 -0.404 2.435 0.88
C -1.883 1.029 2.452 -0.85
C -0.611 1.412 1.684 0.74
O 0.489 1.210 2.144 -0.70
N -0.847 1.939 0.456 -0.10
C 0.072 2.177 -0.616 0.29
O -0.400 2.514 -1.676 -0.70
N 1.355 1.984 -0.288 0.00
C 2.477 2.089 -1.119 0.41
C 2.405 2.520 -2.440 -0.20
C 3.556 2.610 -3.200 -0.67
C 4.770 2.270 -2.631 0.31
F 5.893 2.361 -3.373 -0.33
C 4.864 1.838 -1.320 -0.59
C 3.711 1.749 -0.565 -0.56
C -1.864 -1.251 1.389 0.45
C -1.528 -0.885 -0.011 0.54
O -0.447 -1.043 -0.507 -0.52
O -2.590 -0.367 -0.628 -0.32
C -2.444 -0.089 -2.022 -0.53
H -1.925 -5.658 -0.294 0.37
H -1.142 -4.649 -1.549 0.28
H -2.922 -4.798 -1.505 0.27
H -2.776 1.493 2.023 0.27
H -1.782 1.318 3.501 0.44
H -1.804 2.092 0.161 0.35
H 1.533 1.647 0.658 0.22
H 1.452 2.780 -2.868 0.46
H 3.519 2.942 -4.225 0.43
H 5.825 1.578 -0.906 0.42
H 3.762 1.412 0.459 0.37
H -1.956 -0.929 -2.517 0.30
H -1.846 0.812 -2.176 0.17
H -3.452 0.052 -2.405 0.27
```

Computed properties:
SMILES string: COC(=O)c1nnn(CC(=O)NC(=O)Nc2ccc(F)cc2)c1C(=O)OC
E_tot in eV: -38235.5783
HOMO energy in eV: -8.780
Total charge: 0
Orbital gap in eV: 9.07
ΔE to the lowest compared entry with this formula, charge and spin in eV: 0.0000

=====

# 2
The following is a quantum chemistry calculation of one molecule with the formula C15H14N2O2S, from the Open Molecules 2025 dataset.

Structure (XYZ):
```
34
Properties=species:S:1:pos:R:3:mulliken_charge:R:1
C -5.903 -1.669 -0.713 -1.13
C -4.718 -2.614 -0.844 -0.29
O -3.475 -1.913 -0.766 -0.32
C -3.067 -1.317 -1.894 0.53
O -3.653 -1.368 -2.950 -0.65
N -1.894 -0.627 -1.779 -0.09
C -1.016 -0.396 -0.719 0.64
C -1.189 -0.896 0.565 -0.50
C -0.255 -0.600 1.543 -0.92
C 0.846 0.193 1.274 0.53
C 1.040 0.696 -0.015 0.06
C 0.105 0.388 -0.994 -0.53
N 2.120 1.493 -0.340 -0.19
C 3.279 1.619 0.405 0.48
C 4.412 2.169 -0.189 -0.51
C 5.585 2.330 0.526 -0.62
C 5.652 1.928 1.847 -0.62
C 4.535 1.374 2.450 -0.49
C 3.353 1.227 1.743 0.46
S 1.950 0.572 2.610 -0.38
H -6.826 -2.242 -0.701 0.38
H -5.924 -0.985 -1.558 0.32
H -5.828 -1.094 0.207 0.30
H -4.687 -3.326 -0.016 0.33
H -4.765 -3.150 -1.797 0.32
H -1.624 -0.200 -2.656 0.17
H -2.040 -1.507 0.805 0.46
H -0.386 -0.982 2.544 0.37
H 0.252 0.778 -1.993 0.27
H 2.189 1.772 -1.308 0.17
H 4.359 2.477 -1.224 0.32
H 6.447 2.766 0.043 0.37
H 6.564 2.046 2.411 0.38
H 4.564 1.059 3.482 0.37
```

Computed properties:
SMILES string: CCOC(=O)Nc1ccc2c(c1)Nc1ccccc1S2
E_tot in eV: -33693.8411
HOMO energy in eV: -7.092
Total charge: 0
Orbital gap in eV: 7.79
ΔE to the lowest compared entry with this formula, charge and spin in eV: 0.0000

=====

# 3
The following is a quantum chemistry calculation of one molecule with the formula C15H14N2O3S2 at a distorted geometry, from the Open Molecules 2025 dataset.

Structure (XYZ):
```
36
Properties=species:S:1:pos:R:3:mulliken_charge:R:1
C 4.987 -1.093 2.253 -1.43
C 4.863 -1.271 0.744 -0.04
C 3.661 -0.604 0.168 0.27
C 2.695 0.111 0.790 -1.09
C 1.704 0.591 -0.106 0.41
C 0.538 1.346 0.079 0.75
S 0.050 1.859 1.676 -0.26
C -1.600 2.549 1.303 -0.65
C -2.432 1.593 0.531 0.69
C -3.369 1.817 -0.446 -0.87
C -3.847 0.550 -0.823 -0.40
C -3.166 -0.362 -0.051 0.31
C -3.239 -1.821 -0.051 0.25
O -3.996 -2.461 -0.740 -0.61
O -2.359 -2.367 0.802 -0.25
C -2.355 -3.785 0.856 -0.68
O -2.314 0.283 0.777 -0.22
N -0.234 1.677 -0.942 -0.42
C 0.113 1.256 -2.150 -0.21
N 1.167 0.534 -2.461 -0.60
C 1.950 0.214 -1.442 0.18
S 3.398 -0.726 -1.567 -0.28
H 5.065 -0.040 2.510 0.34
H 5.879 -1.601 2.611 0.39
H 4.124 -1.515 2.761 0.34
H 5.754 -0.870 0.252 0.30
H 4.820 -2.337 0.502 0.31
H 2.658 0.309 1.845 0.46
H -1.476 3.475 0.743 0.37
H -2.029 2.761 2.284 0.39
H -3.663 2.766 -0.842 0.49
H -4.584 0.318 -1.564 0.52
H -2.085 -4.201 -0.117 0.30
H -1.619 -4.058 1.607 0.22
H -3.344 -4.157 1.132 0.30
H -0.545 1.539 -2.959 0.42
```

Computed properties:
SMILES string: CCc1cc2c(SCc3ccc(C(=O)OC)o3)ncnc2s1
E_tot in eV: -46575.4031
HOMO energy in eV: -8.465
Total charge: 0
Orbital gap in eV: 8.98
ΔE to the lowest compared entry with this formula, charge and spin in eV: 0.1089

=====

# 4
The following is a quantum chemistry calculation of C15H14N2O3STi as an isolated structure at a distorted geometry, from the Open Molecules 2025 dataset.

Structure (XYZ):
```
36
Properties=species:S:1:pos:R:3:mulliken_charge:R:1
C 1.679 -1.474 -3.239 -0.45
C 0.281 -1.401 -3.492 -0.39
C -0.401 -2.100 -2.452 -0.40
C 0.579 -2.591 -1.547 -0.58
C 1.865 -2.199 -2.028 -0.52
Ti 0.777 -0.198 -1.437 0.44
C -0.796 1.453 -2.350 -0.66
C 0.350 1.846 -2.919 0.50
C 1.303 2.372 -3.662 -0.85
N 2.117 0.816 -1.125 -0.60
H -1.482 -2.221 -2.359 0.40
H -0.184 -0.899 -4.343 0.46
H 0.386 -3.150 -0.630 0.37
H 2.822 -2.408 -1.547 0.37
H 2.467 -1.023 -3.844 0.37
H -1.467 0.747 -2.855 0.29
H 2.986 1.363 -1.102 0.09
H -1.141 1.894 -1.408 0.31
H 1.049 3.170 -4.374 0.24
H 2.342 2.040 -3.596 0.28
O -1.439 3.425 1.883 -0.65
S -0.454 2.393 2.448 0.90
O 0.958 2.997 2.511 -0.63
N -0.225 1.472 0.970 -0.25
C -0.522 0.228 1.110 0.50
O -0.276 -0.678 0.144 -0.59
C -0.941 -0.159 2.459 0.06
C -1.259 -1.438 2.921 -0.41
C -1.576 -1.604 4.280 -0.53
C -1.560 -0.497 5.152 -0.52
C -1.234 0.781 4.669 -0.46
C -0.931 0.920 3.315 0.23
H -1.253 -2.287 2.251 0.50
H -1.821 -2.586 4.659 0.38
H -1.793 -0.635 6.200 0.38
H -1.209 1.634 5.335 0.43
```

Computed properties:
Multiplicity: 2
E_tot in eV: -58853.0630
HOMO energy (spin up / spin down) in eV: -1.886 / -4.362
Total charge: -1
Orbital gap (spin up / spin down) in eV: 4.42 / 6.95

=====

# 5
The following is a quantum chemistry calculation of C15H14N2O3SW as an isolated structure at a distorted geometry, from the Open Molecules 2025 dataset.

Structure (XYZ):
```
36
Properties=species:S:1:pos:R:3:mulliken_charge:R:1
C -1.496 -3.269 -1.005 -0.25
C -1.531 -2.358 -2.107 -0.77
C -2.179 -1.156 -1.667 -0.44
C -2.489 -1.296 -0.280 -0.33
C -2.084 -2.609 0.130 -0.64
W -0.118 -1.488 -0.345 1.35
C 1.567 -1.848 -1.808 -0.51
C 2.313 -3.031 -1.488 -0.11
C 2.458 -4.143 -0.631 -0.76
N -0.037 -1.852 1.438 -0.72
H -2.457 -0.316 -2.298 0.43
H -1.186 -2.556 -3.119 0.55
H -3.096 -0.613 0.315 0.41
H -2.287 -3.061 1.096 0.40
H -1.171 -4.304 -1.036 0.46
H 1.223 -2.139 -2.800 0.34
H 1.151 -2.522 2.039 0.27
H 2.051 -0.857 -1.782 0.38
H 3.025 -4.663 -1.337 0.31
H 2.395 -4.497 0.401 0.23
O -1.740 1.670 -1.172 -0.68
C -0.861 1.672 -0.314 0.63
N -0.114 0.544 0.101 -0.35
S 1.046 0.897 1.302 1.04
O 0.850 0.308 2.532 -0.56
O 2.495 0.705 0.615 -0.65
C 0.680 2.590 1.278 0.54
C 1.306 3.573 2.040 -0.60
C 0.816 4.883 1.953 -0.47
C -0.285 5.174 1.128 -0.50
C -0.892 4.166 0.371 -0.47
C -0.393 2.860 0.445 -0.19
H 2.152 3.304 2.672 0.43
H 1.296 5.674 2.530 0.38
H -0.661 6.199 1.081 0.37
H -1.747 4.358 -0.278 0.47
```

Computed properties:
Multiplicity: 3
E_tot in eV: -37556.5905
HOMO energy (spin up / spin down) in eV: -7.347 / -8.858
Total charge: 0
Orbital gap (spin up / spin down) in eV: 6.57 / 8.12
ΔE to the lowest compared entry with this formula, charge and spin in eV: 2.1113

=====

# 6
The following is a quantum chemistry calculation of one molecule with the formula C15H14N4O3S at a distorted geometry, from the Open Molecules 2025 dataset.

Structure (XYZ):
```
37
Properties=species:S:1:pos:R:3:mulliken_charge:R:1
N -3.413 -1.808 -1.764 -0.41
C -3.134 -0.585 -1.268 0.36
O -2.421 0.223 -1.818 -0.58
C -3.845 -0.262 0.037 -0.62
S -3.089 -1.175 1.446 -0.23
C -1.523 -1.541 0.755 0.34
N -1.272 -2.517 -0.071 -0.39
N 0.020 -2.447 -0.399 -0.67
C 0.558 -1.438 0.242 0.54
C 1.949 -1.025 0.135 0.20
C 2.741 -0.825 1.264 -0.27
C 4.055 -0.427 1.133 -0.81
C 4.600 -0.224 -0.132 1.01
O 5.894 0.178 -0.215 -0.55
C 3.817 -0.442 -1.261 -0.58
C 2.503 -0.843 -1.127 -0.82
N -0.389 -0.825 1.015 0.21
C -0.305 0.420 1.742 -0.91
C -0.778 1.547 0.881 0.48
C -1.829 2.407 1.005 -0.85
C -1.794 3.233 -0.146 -0.19
C -0.732 2.805 -0.878 -0.61
O -0.107 1.792 -0.264 -0.19
H -2.845 -2.131 -2.532 0.27
H -3.783 -2.522 -1.157 0.25
H -3.761 0.804 0.242 0.23
H -4.890 -0.567 0.008 0.51
H 2.342 -1.015 2.250 0.58
H 4.681 -0.274 1.998 0.42
H 6.152 0.269 -1.140 0.28
H 4.241 -0.295 -2.245 0.27
H 1.890 -1.014 -1.998 0.45
H -0.932 0.353 2.634 0.39
H 0.739 0.576 2.028 0.40
H -2.528 2.452 1.816 0.55
H -2.472 4.024 -0.390 0.45
H -0.338 3.122 -1.823 0.47
```

Computed properties:
SMILES string: NC(=O)CSc1nnc(-c2ccc(O)cc2)n1Cc1ccco1
E_tot in eV: -38720.0679
HOMO energy in eV: -8.507
Total charge: 0
Orbital gap in eV: 9.10
ΔE to the lowest compared entry with this formula, charge and spin in eV: 1.2558